(1)
Density functional theory data (ωB97M-V with the def2-TZVPD basis set) for an isolated molecule of C2BrNO2 in a non-equilibrium geometry.

Last column: natural (NBO) charge in e.
Geometry (Å):
O  -1.9750  -1.1671  0.6079  -0.31
N  -1.2239  -0.3214  0.2508  0.20
C  -0.5559  0.2952  -0.5301  0.39
C  1.0865  -0.0953  -0.4996  0.05
Br  2.2840  0.1316  0.8916  0.11
O  0.3844  1.1570  -0.7207  -0.44

E_tot = -2855.179888 a.u.
highest occupied orbital energy = -9.29 eV
SMILES string = O=NC1=C(Br)O1
energy relative to the best compared isomer or geometry (same formula, charge and spin) = 145.6 kcal/mol
Kohn-Sham gap = 7.95 eV

(2)
Density functional theory data (ωB97M-V with the def2-TZVPD basis set) for a 2-piece molecular cluster, C2Cl2N2O2 overall in a non-equilibrium geometry.

Last column: natural (NBO) charge in e.
Geometry (Å):
C  0.6086  -1.1876  -0.4839  0.14
C  0.9405  -0.0514  0.1945  -0.19
N  0.1950  -2.0134  -1.1574  -0.21
N  -1.2203  0.5399  0.0567  0.55
O  -1.3515  1.5566  -0.5091  -0.27
O  -1.8732  -0.1579  0.7172  -0.27
Cl  1.3517  -0.0393  1.8885  0.11
Cl  1.3493  1.3531  -0.7065  0.14

E_tot = -1256.394055 a.u.
highest occupied orbital energy (spin up / spin down) = -9.52 / -10.07 eV
energy relative to the best compared isomer or geometry (same formula, charge and spin) = 54.6 kcal/mol
Kohn-Sham gap (spin up / spin down) = 7.92 / 8.21 eV

(3)
Density functional theory data (ωB97M-V with the def2-TZVPD basis set) for C2ClI3O as an isolated structure in a non-equilibrium geometry.

Last column: natural (NBO) charge in e.
Geometry (Å):
C  0.3431  0.0899  0.1335  0.55
C  -0.8350  -0.4572  -0.5684  -0.73
O  1.0783  0.9163  -0.2429  -0.45
Cl  0.2946  -0.5560  2.0248  -0.21
I  -1.0609  -2.5476  -0.3197  0.30
I  -2.5080  0.5926  0.4347  0.26
I  -0.7330  0.1656  -2.5793  0.28

E_tot = -1504.688936 a.u.
highest occupied orbital energy = -9.65 eV
energy relative to the best compared isomer or geometry (same formula, charge and spin) = 7.5 kcal/mol
Kohn-Sham gap = 8.32 eV

(4)
Density functional theory data (ωB97M-V with the def2-TZVPD basis set) for an isolated ion of composition C2ClN4O2 and charge -1 in a non-equilibrium geometry.

Last column: natural (NBO) charge in e.
Geometry (Å):
O  0.4452  1.2559  2.1899  -0.55
C  -0.0106  1.3896  1.1209  0.83
N  -0.6328  1.6110  0.1212  -0.48
N  -0.6414  1.2755  -1.3054  -0.07
N  -0.1846  0.2557  -1.8201  0.04
N  0.4785  -0.7568  -1.3138  -0.50
C  0.5200  -1.4046  -0.1611  0.73
O  1.2812  -2.1927  0.3484  -0.59
Cl  -1.2556  -1.4337  0.8200  -0.42

E_tot = -905.894831 a.u.
highest occupied orbital energy = -5.29 eV
SMILES string = O=C=N/N=N\N=C(\[O-])Cl
energy relative to the best compared isomer or geometry (same formula, charge and spin) = 58.5 kcal/mol
net charge = -1
Kohn-Sham gap = 9.05 eV

(5)
Density functional theory data (ωB97M-V with the def2-TZVPD basis set) for C2CuLiO4 as an isolated structure in a non-equilibrium geometry.

Last column: natural (NBO) charge in e.
Geometry (Å):
O  -1.8227  -1.4886  0.8258  -0.49
C  -2.0131  -0.7549  -0.0246  1.05
O  -2.1980  0.0466  -1.0282  -0.58
O  1.6235  1.1222  -1.6451  -0.50
O  0.7335  2.3446  0.2549  -0.51
C  1.1503  1.6715  -0.6692  1.01
Li  1.9369  -0.7589  1.2180  0.36
Cu  0.1059  -2.8109  1.5310  -0.35

E_tot = -2025.127116 a.u.
highest occupied orbital energy = -6.06 eV
energy relative to the best compared isomer or geometry (same formula, charge and spin) = 0.0 kcal/mol
Kohn-Sham gap = 5.29 eV

(6)
Density functional theory data (ωB97M-V with the def2-TZVPD basis set) for C2EuFLiO2 as an isolated structure in a non-equilibrium geometry.

Last column: Löwdin spin population.
Geometry (Å):
Li  -2.9231  0.8002  0.3212  0.02
Eu  2.1545  -1.0369  0.5562  7.15
O  0.9381  0.8612  -0.2703  0.07
C  -0.1486  0.3425  0.1372  0.20
O  -1.2321  0.5400  -0.5455  0.02
C  -1.1791  -1.1770  -0.2025  0.48
F  -2.4804  -1.1466  0.3867  0.07

E_tot = -1043.994246 a.u.
highest occupied orbital energy (spin up / spin down) = -9.05 / -10.96 eV
energy relative to the best compared isomer or geometry (same formula, charge and spin) = 80.0 kcal/mol
net charge = +1
Kohn-Sham gap (spin up / spin down) = 4.07 / 5.95 eV
expectation value of S² = 20.04
2S+1 = 9

(7)
Density functional theory data (ωB97M-V with the def2-TZVPD basis set) for C2F12N4NaO16S8 as an isolated structure in a non-equilibrium geometry.

Last column: natural (NBO) charge in e.
Geometry (Å):
Na  0.1134  -1.1753  -0.7552  0.93
N  1.1088  -0.4721  -2.7330  -1.13
S  0.5348  0.6439  -3.5957  2.42
O  -0.7968  0.4848  -4.1459  -0.91
O  1.5303  1.3363  -4.4223  -0.93
F  0.4089  1.7043  -2.3743  -0.50
S  0.8926  -1.6381  -3.9298  2.38
O  1.6332  -1.4506  -5.1530  -0.90
O  -0.4037  -2.2860  -3.9698  -0.90
F  1.7580  -2.7776  -3.2022  -0.50
N  4.0570  0.4188  -0.2183  -1.01
S  2.9280  1.1033  0.5186  2.42
O  3.2832  2.0722  1.5592  -0.93
O  1.6958  0.3964  0.7888  -0.96
F  2.4246  2.0333  -0.6704  -0.50
S  4.6480  -0.3350  1.2462  2.29
O  3.8353  -1.1753  2.1558  -0.85
O  5.8427  0.3213  1.7983  -0.91
F  5.3676  -1.6022  0.4976  -0.53
N  -0.0496  -3.4274  -0.0436  -1.13
S  0.7723  -4.4256  0.5762  2.41
O  0.8637  -5.8278  0.0871  -0.89
O  0.8998  -4.1895  1.9973  -0.90
F  2.0703  -3.5868  -0.0848  -0.54
S  -1.4776  -4.1074  0.5753  2.33
O  -1.9642  -3.5283  1.8112  -0.88
O  -1.8817  -5.4739  0.2148  -0.88
F  -2.3761  -3.2688  -0.4353  -0.51
C  -3.0912  2.8197  -0.9422  0.81
F  -4.1960  2.0982  -1.1308  -0.33
F  -2.4505  2.9536  -2.0602  -0.30
F  -3.3893  3.9027  -0.4135  -0.28
S  -1.7557  1.8831  0.1974  2.07
O  -1.5201  0.5349  -0.3858  -0.97
O  -0.5857  2.7882  0.1185  -0.87
N  -2.5123  1.6624  1.7050  -1.13
S  -1.9732  2.8469  2.5722  2.16
O  -0.6952  2.4901  3.2209  -0.93
O  -1.9940  4.1912  1.9951  -0.96
C  -3.1974  3.0016  4.0107  0.74
F  -2.8045  4.0148  4.6945  -0.30
F  -4.5019  3.1144  3.5229  -0.35
F  -3.0514  1.9318  4.8021  -0.32

E_tot = -6045.213062 a.u.
highest occupied orbital energy = -2.65 eV
energy relative to the best compared isomer or geometry (same formula, charge and spin) = 69.8 kcal/mol
net charge = -3
Kohn-Sham gap = 8.30 eV

(8)
Density functional theory data (ωB97M-V with the def2-TZVPD basis set) for an isolated molecule of C2F2N2O2 in a non-equilibrium geometry.

Last column: natural (NBO) charge in e.
Geometry (Å):
N  2.4932  1.1513  -0.1966  -0.34
C  1.7420  0.6638  -0.7441  0.52
O  0.4681  0.3828  -0.7232  -0.52
N  -0.6530  -0.6429  -0.3978  0.28
O  -1.0227  -1.4612  -1.1511  -0.31
C  -1.0087  -0.5510  0.7528  0.88
F  -0.8400  0.5732  1.3529  -0.27
F  -1.6057  -1.2120  1.6710  -0.23

E_tot = -535.597165 a.u.
highest occupied orbital energy (spin up / spin down) = -10.63 / -10.62 eV
SMILES string = N#CO[N+]([O-])=C(F)F
energy relative to the best compared isomer or geometry (same formula, charge and spin) = 161.1 kcal/mol
Kohn-Sham gap (spin up / spin down) = 8.97 / 8.97 eV